(1)
Computed, not measured: a structure of composition C42H51N5O10PS2SbW, with ωB97M-V with the def2-TZVPD basis set.

Spin multiplicity ... 4
Net charge ... +1
Kohn-Sham gap (alpha / beta) ... 7.70 / 4.98 eV
Energy above the lowest of the compared OMol25 structures with the same formula, charge and spin ... 29.74 kcal/mol

Geometry (Å):
W -0.7510 -1.5589 -0.1409
C -2.1805 2.1619 0.9590
C -2.5654 1.2816 -0.2027
C -2.4071 1.7738 -1.5040
C -1.8488 3.1696 -1.6561
C -2.8681 1.0146 -2.5861
C -2.7714 1.4923 -4.0135
C -3.5087 -0.2145 -2.3659
C -4.0505 -0.9422 -3.5695
C -3.7184 -0.6866 -1.0636
C -4.6017 -1.8833 -0.8015
C -3.2347 0.0641 0.0319
C -3.7085 -0.2264 1.4420
H -2.9103 2.9686 1.0840
H -1.2154 2.6410 0.7931
H -2.1400 1.6207 1.8993
H -0.8305 3.2497 -1.2700
H -2.4503 3.8792 -1.0834
H -1.8366 3.5201 -2.6822
H -2.3194 2.4722 -4.1132
H -3.7613 1.5444 -4.4699
H -2.1897 0.7921 -4.6182
H -4.9023 -0.4035 -3.9933
H -4.3919 -1.9469 -3.3502
H -3.3025 -1.0113 -4.3595
H -4.2824 -2.4305 0.0802
H -4.6204 -2.5866 -1.6281
H -5.6311 -1.5517 -0.6380
H -4.3455 -1.1004 1.4908
H -4.2876 0.6263 1.8042
H -2.8907 -0.3907 2.1433
C 0.0994 -3.1671 5.4982
C -0.5953 -2.7744 4.2189
O 0.2979 -2.9855 3.0906
P 1.0862 -1.9262 2.2920
S 1.5350 -2.4654 0.4311
S -0.1007 -0.2602 2.0404
O 2.3464 -1.6671 3.2064
C 3.6401 -1.2389 2.7151
C 4.5555 -1.0654 3.8984
H -0.5996 -3.0741 6.3302
H 0.9593 -2.5262 5.6933
H 0.4358 -4.2013 5.4457
H -0.9179 -1.7320 4.2239
H -1.4550 -3.4030 3.9994
H 3.5176 -0.3063 2.1693
H 4.0071 -1.9937 2.0194
H 4.2000 -0.2706 4.5536
H 5.5547 -0.8061 3.5465
H 4.6232 -1.9916 4.4675
O -4.6132 -7.2778 -0.6821
N -4.4085 -6.8155 -1.7844
O -4.9010 -7.2168 -2.8176
C -3.5161 -5.6489 -1.8675
C -3.2853 -5.0782 -3.1025
C -2.4436 -3.9825 -3.1844
C -1.8805 -3.4164 -2.0313
O -1.1681 -2.3105 -1.9946
C -2.1224 -4.0701 -0.8230
C -2.9123 -5.1811 -0.7076
N -1.3594 -3.5201 0.2933
O -0.7495 -4.4018 0.9782
O -2.0798 -2.5199 1.0123
N -2.1514 -3.4324 -4.5059
O -1.1137 -2.8034 -4.6411
O -2.9694 -3.6032 -5.3828
H -3.7402 -5.4879 -3.9922
H -3.0466 -5.6782 0.2423
C 0.6918 1.7469 -3.4276
N 1.0057 0.3433 -3.6022
C 0.8764 -0.5876 -2.6470
N 1.3789 -1.8116 -2.9262
O 0.3980 -0.2845 -1.5160
H 0.1452 2.1129 -4.2932
H 1.5995 2.3401 -3.3075
H 0.0705 1.8555 -2.5449
H 1.4263 0.0576 -4.4706
H 1.4338 -2.0658 -3.9016
H 0.9965 -2.5580 -2.3663
C 0.7064 6.2576 -0.6534
C 0.2391 5.8205 0.5796
C 0.5843 4.5611 1.0448
C 1.4034 3.7402 0.2726
C 1.8848 4.1832 -0.9542
C 1.5352 5.4453 -1.4146
Sb 1.8887 1.8153 1.0090
C 3.7078 1.3651 0.0251
C 3.6734 0.9114 -1.2898
C 4.8564 0.6190 -1.9526
C 6.0718 0.7707 -1.3005
C 6.1064 1.2163 0.0140
C 4.9264 1.5107 0.6821
C 2.5013 2.3726 2.9551
C 2.1507 1.6455 4.0867
C 2.5723 2.0712 5.3403
C 3.3444 3.2163 5.4627
C 3.6957 3.9449 4.3333
C 3.2719 3.5294 3.0804
H 0.4336 7.2399 -1.0155
H -0.3928 6.4615 1.1801
H 0.2237 4.2314 2.0129
H 2.5518 3.5630 -1.5407
H 1.9180 5.7972 -2.3638
H 2.7279 0.7721 -1.7976
H 4.8283 0.2630 -2.9742
H 6.9942 0.5378 -1.8154
H 7.0543 1.3356 0.5223
H 4.9655 1.8572 1.7087
H 1.5499 0.7493 4.0031
H 2.2933 1.5067 6.2204
H 3.6707 3.5461 6.4401
H 4.2948 4.8408 4.4281
H 3.5380 4.1143 2.2068

(2)
Computed, not measured: a cluster of 3 separate species, C4H9N3 in total at a distorted geometry, with ωB97M-V with the def2-TZVPD basis set.

Net charge ... 0
Kohn-Sham gap (alpha / beta) ... 8.67 / 9.07 eV
Energy above the lowest of the compared OMol25 structures with the same formula, charge and spin ... 162.31 kcal/mol

Geometry (Å):
C -0.6033 1.8540 -1.6466
N 0.4571 0.3263 0.6092
N 0.4880 0.9083 -1.6525
C 0.4464 -0.6608 -0.1783
C -0.3356 -1.1209 2.8530
C 0.2070 -1.8010 -0.7602
N 0.6946 -1.2506 2.1607
H 1.3839 0.6983 0.8169
H 1.3689 1.4230 -1.5875
H -1.5426 1.3176 -1.4863
H -0.5163 2.6367 -0.8826
H -0.6650 2.3407 -2.6340
H -1.1845 -0.4755 2.5729
H -0.4308 -1.6618 3.8116
H 0.2310 -1.8600 -1.8384
H 0.0012 -2.6744 -0.1578

(3)
Computed, not measured: a structure of composition C3H2CeO3 at a distorted geometry, with ωB97M-V with the def2-TZVPD basis set.

Spin multiplicity ... 3
Net charge ... +2
Kohn-Sham gap (alpha / beta) ... 6.81 / 7.17 eV
Energy above the lowest of the compared OMol25 structures with the same formula, charge and spin ... 10.37 kcal/mol

Geometry (Å):
O -0.6015 -1.3480 0.4844
C 0.4417 -1.8052 -0.0728
C -1.1553 -0.0580 0.2239
O 1.4392 -1.3622 -0.6030
O 0.8200 1.2686 0.2970
C -0.4483 1.0725 0.0605
Ce 2.7683 0.4180 -0.2246
H -2.2357 -0.1167 0.1422
H -1.0286 1.9311 -0.3077

(4)
Computed, not measured: a structure of composition C27H28Cl3N2O2PtSTe, with ωB97M-V with the def2-TZVPD basis set.

Spin multiplicity ... 3
Net charge ... -1
Kohn-Sham gap (alpha / beta) ... 6.59 / 5.77 eV
Energy above the lowest of the compared OMol25 structures with the same formula, charge and spin ... 0.00 kcal/mol

Geometry (Å):
Pt 0.3473 -0.4013 -0.5932
C -0.0045 1.8446 4.9637
C 0.3304 0.3947 4.6339
N 1.5734 0.2588 3.8839
C 2.7951 0.1717 4.6810
C 3.1971 -1.2646 4.9888
C 1.6241 0.1427 2.5292
S 0.1560 0.4389 1.6684
N 2.8433 -0.0476 2.0437
C 3.1792 -0.6275 0.8926
O 2.4807 -1.3600 0.1733
C 4.6142 -0.4074 0.4874
C 5.5960 -0.1340 1.4361
C 6.9168 0.0443 1.0492
C 7.2658 -0.0360 -0.2940
C 6.2890 -0.3097 -1.2435
C 4.9720 -0.5058 -0.8519
H -0.9581 1.9052 5.4940
H -0.0859 2.4196 4.0398
H 0.7674 2.2986 5.5909
H -0.4751 -0.0454 4.0536
H 0.4398 -0.1903 5.5509
H 2.6129 0.7208 5.6062
H 3.5918 0.6707 4.1359
H 2.4011 -1.7868 5.5250
H 4.0990 -1.2888 5.6055
H 3.3943 -1.7979 4.0586
H 5.3097 -0.0672 2.4775
H 7.6763 0.2467 1.7950
H 8.2950 0.1122 -0.5977
H 6.5562 -0.3765 -2.2913
H 4.2056 -0.7342 -1.5832
Cl -7.1093 -0.5883 0.2792
C -5.4438 -0.2192 -0.1267
C -4.4740 -1.1942 -0.0100
C -3.1648 -0.8917 -0.3365
Cl -1.9656 -2.1463 -0.1744
C -2.7293 0.3806 -0.8012
O -1.5337 0.6970 -1.1367
C -3.7919 1.3287 -0.8871
Cl -3.3899 2.9303 -1.4407
C -5.1045 1.0496 -0.5656
H -4.7300 -2.1895 0.3274
H -5.8567 1.8222 -0.6581
C -1.1306 1.0181 -8.2252
C -0.5779 0.6313 -6.8757
C 0.6236 1.1449 -6.4141
C 1.1750 0.7421 -5.1983
C 2.4805 1.3508 -4.7457
C 0.5017 -0.2136 -4.4277
Te 1.4833 -1.0756 -2.7517
C -0.7550 -0.6871 -4.8389
C -1.5725 -1.6282 -3.9887
C -1.2642 -0.2631 -6.0615
H -0.5058 1.7690 -8.7106
H -2.1424 1.4203 -8.1388
H -1.1812 0.1468 -8.8823
H 1.1523 1.8834 -7.0111
H 2.7109 2.2439 -5.3304
H 3.3089 0.6459 -4.8615
H 2.4390 1.6295 -3.6916
H -1.4448 -1.4123 -2.9280
H -1.2762 -2.6692 -4.1497
H -2.6314 -1.5374 -4.2319
H -2.2331 -0.6344 -6.3842

(5)
Computed, not measured: a structure of composition C43H50Br2Cl3NOP3RbS2 at a distorted geometry, with ωB97M-V with the def2-TZVPD basis set.

Net charge ... -2
Kohn-Sham gap ... 5.61 eV
Energy above the lowest of the compared OMol25 structures with the same formula, charge and spin ... 5.78 kcal/mol

Geometry (Å):
Rb -1.3034 -0.6774 -0.1214
C -3.4242 3.4084 -3.3663
C -3.5211 1.8908 -3.3565
C -4.4133 1.3328 -2.3203
P -1.8759 1.0853 -2.9754
C -0.7310 1.8074 -4.2018
C 0.5610 2.3384 -3.5205
C -0.3896 0.9982 -5.5057
C -2.0345 -0.5885 -3.6777
C -3.2055 -1.0649 -4.2368
C -3.3431 -2.3770 -4.6067
C -2.2107 -3.1789 -4.4964
C -1.0213 -2.7639 -3.9259
C -0.8989 -1.4555 -3.4813
N 0.1517 -0.9058 -2.8585
C 1.4393 -1.0729 -3.2451
C 1.7807 -1.5577 -4.5482
C 3.0613 -1.4323 -5.0841
C 4.0772 -0.9213 -4.3032
C 3.8286 -0.6925 -2.9314
C 2.5724 -0.7731 -2.3940
P 2.1672 -0.6125 -0.5231
C 2.8778 -2.2090 0.1071
C 4.4156 -2.4401 0.1281
C 2.0829 -3.3179 -0.5975
C 3.4045 0.7025 0.1916
C 4.8057 0.9601 -0.3827
C 2.6605 2.0681 0.1631
H -4.4521 3.7655 -3.3630
H -2.8407 3.7912 -4.2187
H -2.9597 3.8378 -2.4759
H -3.8315 1.5342 -4.3434
H -4.1537 1.7291 -1.3547
H -4.4989 0.2284 -2.2813
H -5.4034 1.7786 -2.4252
H -1.2572 2.6682 -4.5994
H 1.0470 1.6010 -2.8475
H 0.3795 3.2454 -2.8985
H 1.3557 2.6212 -4.2341
H 0.1126 0.0252 -5.2486
H 0.2516 1.6611 -6.1412
H -1.3074 0.7318 -5.9851
H -4.0390 -0.3875 -4.4055
H -4.3435 -2.6742 -5.1167
H -2.3939 -4.2000 -4.8462
H -0.1792 -3.4448 -3.8460
H 0.9696 -1.9108 -5.2097
H 3.3189 -1.6815 -6.1143
H 5.1321 -0.8989 -4.6037
H 4.6309 -0.4848 -2.2626
H 2.6251 -2.1599 1.2128
H 4.8838 -2.2973 -0.8495
H 4.7413 -3.4003 0.5075
H 4.9693 -1.7489 0.8248
H 2.3329 -3.3426 -1.6671
H 1.0276 -3.0959 -0.4956
H 2.3194 -4.3142 -0.1773
H 3.4728 0.3552 1.1892
H 4.7835 1.4352 -1.3371
H 5.4539 0.0941 -0.4821
H 5.3885 1.5854 0.3797
H 2.8509 2.4944 -0.7747
H 3.1755 2.7975 0.8034
H 1.6488 1.9780 0.4550
Br -2.0249 5.3125 0.1226
C -2.4274 3.4524 0.6616
Br -0.8787 2.5877 1.3062
H -2.8184 2.8906 -0.1942
H -3.1442 3.5511 1.4579
Cl -7.5109 -3.1242 3.7389
C -6.5741 -1.9625 2.8016
C -5.2986 -1.6051 3.2984
C -4.5315 -0.6807 2.5284
Cl -2.8979 -0.4115 3.1233
C -4.8944 -0.1084 1.3060
O -4.1338 0.5754 0.6269
C -6.2534 -0.5246 0.8842
Cl -6.8270 -0.0756 -0.7421
C -7.0387 -1.3718 1.6306
H -4.9235 -2.0393 4.2059
H -7.9460 -1.6909 1.1722
S 3.9156 -1.9014 3.9220
P 2.1337 -0.9953 4.0873
S 0.8139 -1.2885 2.6837
C 2.3579 0.7906 4.2570
C 1.3797 1.6313 4.8540
C 1.6331 3.0203 4.8931
C 2.7997 3.5533 4.3936
C 3.7578 2.6984 3.8568
C 3.5581 1.3489 3.7621
C 1.3799 -1.4224 5.7308
C -0.0029 -1.6053 5.8293
C -0.5462 -1.9940 7.0403
C 0.2375 -2.0101 8.1834
C 1.6035 -1.7195 8.1045
C 2.1806 -1.4634 6.8890
H 0.4961 1.2026 5.2463
H 0.8211 3.6302 5.3273
H 2.9680 4.5903 4.6279
H 4.6341 3.1608 3.4769
H 4.2596 0.6114 3.3791
H -0.6019 -1.5296 4.8806
H -1.5837 -2.2349 7.0361
H -0.2786 -2.2295 9.0873
H 2.2524 -1.7433 8.9940
H 3.2296 -1.3434 6.8322

(6)
Computed, not measured: a structure of composition C2H4FNO2 at a distorted geometry, with ωB97M-V with the def2-TZVPD basis set.

Net charge ... 0
Kohn-Sham gap (alpha / beta) ... 8.80 / 8.79 eV
Energy above the lowest of the compared OMol25 structures with the same formula, charge and spin ... 152.20 kcal/mol

Geometry (Å):
C 0.9110 -0.3977 0.0574
C -3.0570 0.5613 0.2659
N -2.0430 -0.2340 -0.0334
O -0.3483 0.3191 0.3179
O -1.9456 -1.3029 -0.5713
F -4.3274 0.2314 0.0226
H 1.5067 0.3731 0.4674
H 1.1032 -0.4311 -0.9273
H 1.1222 -1.3234 0.6446
H -2.8034 1.5186 0.5019

(7)
Computed, not measured: a structure of composition C30H25CoFN3O2, with ωB97M-V with the def2-TZVPD basis set.

Spin multiplicity ... 2
Net charge ... +1
Kohn-Sham gap (alpha / beta) ... 6.25 / 6.84 eV

Geometry (Å):
Co 0.0458 1.3244 0.0487
C -4.2256 1.9090 -0.4584
O -3.4859 3.1786 -0.4314
C -2.2299 2.8393 -0.2074
N -1.9287 1.6125 -0.0116
C -3.1751 0.8313 -0.0918
C -3.0803 -0.3183 -1.0628
C -2.2264 -0.2743 -2.1574
C -2.1596 -1.3494 -3.0318
C -2.9550 -2.4673 -2.8262
C -3.8234 -2.5065 -1.7449
C -3.8816 -1.4372 -0.8642
C -1.1438 3.8402 -0.1636
C -1.2197 5.2195 -0.1083
C -0.0284 5.9256 0.0300
C 1.1867 5.2546 0.1182
C 1.1627 3.8734 0.0517
N 0.0222 3.1967 -0.0916
C 2.2696 2.9074 0.1768
N 1.9904 1.6594 0.2238
C 3.2737 0.9313 0.2234
C 4.2852 2.0622 0.4971
O 3.5335 3.2935 0.2204
C 3.3310 -0.1967 1.2204
C 2.5697 -0.1728 2.3826
C 2.6561 -1.2156 3.2932
C 3.5050 -2.2853 3.0497
C 4.2704 -2.3105 1.8927
C 4.1812 -1.2703 0.9803
H -4.6211 1.7896 -1.4646
H -5.0347 1.9967 0.2605
H -3.3782 0.4283 0.9040
H -1.5946 0.5917 -2.3195
H -1.4817 -1.3139 -3.8741
H -2.8988 -3.3058 -3.5070
H -4.4469 -3.3753 -1.5807
H -4.5453 -1.4821 -0.0079
H -2.1750 5.7199 -0.1686
H -0.0482 7.0052 0.0780
H 2.1220 5.7808 0.2418
H 3.4082 0.5252 -0.7839
H 5.1553 2.0545 -0.1511
H 4.5860 2.0997 1.5432
H 1.9000 0.6575 2.5732
H 2.0551 -1.1941 4.1923
H 3.5678 -3.1000 3.7581
H 4.9321 -3.1433 1.6971
H 4.7689 -1.3021 0.0697
F -0.7666 -6.2299 -0.9856
C -0.5960 -4.9436 -0.6487
C -1.4391 -4.3865 0.2996
C -1.2626 -3.0633 0.6407
C -0.2466 -2.2847 0.0438
C -0.0775 -0.9298 0.3825
C 0.5900 -2.9034 -0.9126
C 0.4195 -4.2250 -1.2615
H -2.2135 -4.9936 0.7470
H -1.9152 -2.6077 1.3741
H 0.7683 -0.4136 -0.0882
H -0.6817 -0.4727 1.1603
H 1.3785 -2.3241 -1.3774
H 1.0518 -4.7096 -1.9920

(8)
Computed, not measured: a cluster of 2 separate species, C5H10O in total at a distorted geometry, with ωB97M-V with the def2-TZVPD basis set.

Net charge ... 0
Kohn-Sham gap ... 10.11 eV
Energy above the lowest of the compared OMol25 structures with the same formula, charge and spin ... 65.35 kcal/mol
SMILES ... C=CC.C=CO

Geometry (Å):
C 2.1768 2.3974 -0.7213
C 1.9186 2.7274 0.7193
C 2.6502 2.3667 1.7922
H 1.4232 1.6744 -1.0929
H 3.2104 2.0563 -0.6842
H 2.0056 3.3094 -1.3131
H 1.2747 3.5955 0.9057
H 2.7064 3.0025 2.6576
H 3.3584 1.5466 1.7523
C -3.0683 -3.4375 -0.7724
C -2.5295 -2.3296 -0.2463
O -1.3245 -1.7155 -0.5716
H -4.1670 -3.3778 -0.8914
H -2.5283 -4.2503 -1.2441
H -3.2147 -1.5624 0.1098
H -0.6612 -2.4157 -0.4949

Listing E_tot for the structures above in their given order: -4101.9229 -321.8317 -815.6005 -3471.8526 -10171.8044 -383.4769 -2955.3286 -271.6485 hartree.